This record from the Open Molecules 2025 dataset describes a molecular structure, C21H32N6OZn. The level of theory is ωB97M-V/def2-TZVPD.

Geometry as XYZ:
```
61
Properties=species:S:1:pos:R:3:forces:R:3:nbo_charge:R:1
Zn 0.382740 0.014321 -0.029321 0.2037 0.0487 0.0560 1.670
C -1.824559 1.255216 -1.396878 -0.0174 0.0122 0.0146 -0.244
C -0.771415 1.148047 -2.487847 0.0127 -0.0043 -0.0144 -0.240
N 0.148879 0.016907 -2.235177 -0.0449 -0.0022 -0.0231 -0.716
C -0.359028 -1.306378 -2.648766 0.0239 -0.0120 0.0007 -0.279
C -1.016105 -2.068984 -1.515830 -0.0051 0.0039 -0.0021 0.233
C -1.899516 -3.110501 -1.731963 -0.0070 -0.0008 0.0076 -0.236
C -2.453927 -3.746790 -0.630044 -0.0010 -0.0067 0.0026 -0.093
C -2.137792 -3.316390 0.651633 -0.0058 0.0046 -0.0108 -0.237
C -1.247673 -2.268405 0.793227 0.0045 0.0037 0.0026 0.230
C -0.838896 -1.718015 2.145281 0.0070 -0.0148 0.0061 -0.278
N -0.288970 -0.351255 2.066968 -0.0536 0.0080 -0.0042 -0.713
C -1.266221 0.733172 2.310436 0.0061 -0.0118 0.0169 -0.240
C -2.077824 1.036164 1.061426 -0.0129 0.0150 -0.0145 -0.243
N -1.186460 1.407299 -0.065363 -0.0314 -0.0435 -0.0110 -0.754
N -0.691760 -1.691986 -0.276045 -0.0509 -0.0292 -0.0153 -0.660
H -2.501227 2.084002 -1.610563 0.0008 0.0009 -0.0018 0.235
H -2.428502 0.346460 -1.368140 0.0007 -0.0008 -0.0017 0.210
H -1.264018 1.052856 -3.458697 0.0000 0.0003 0.0006 0.225
H -0.171139 2.059590 -2.517047 -0.0042 0.0024 0.0029 0.220
H 1.014473 0.191947 -2.730700 0.0117 0.0016 0.0127 0.412
H -1.060976 -1.217596 -3.481733 -0.0044 0.0020 0.0012 0.227
H 0.484839 -1.896807 -3.012397 0.0005 0.0019 0.0047 0.250
H -2.158422 -3.411711 -2.738033 0.0019 0.0027 -0.0021 0.252
H -3.149463 -4.563631 -0.770158 -0.0005 0.0012 -0.0007 0.254
H -2.585588 -3.778772 1.520923 0.0022 0.0016 0.0023 0.251
H -1.691109 -1.764467 2.828312 -0.0035 0.0044 -0.0021 0.227
H -0.068770 -2.371611 2.561608 0.0030 0.0010 -0.0066 0.246
H 0.456259 -0.267535 2.746927 0.0138 0.0003 -0.0084 0.410
H -1.944635 0.482379 3.129825 0.0015 0.0013 0.0011 0.224
H -0.704874 1.619130 2.613529 -0.0027 0.0038 -0.0034 0.221
H -2.640107 0.152013 0.755852 -0.0014 -0.0007 0.0011 0.210
H -2.804182 1.823257 1.269883 0.0003 0.0002 0.0023 0.235
H -0.908187 2.377999 0.050231 0.0223 0.0003 0.0010 0.405
C 4.672331 -5.588346 -0.019005 -0.0083 -0.0019 -0.0061 -0.618
C 5.495692 -4.740419 0.935998 0.0098 0.0075 0.0148 -0.221
N 4.914113 -3.405832 1.152654 0.0219 0.0079 -0.0164 -0.424
C 4.383232 -3.097318 2.475684 0.0021 -0.0073 0.0067 -0.210
C 3.052566 -3.780220 2.756690 -0.0064 0.0143 -0.0212 -0.616
C 5.097284 -2.495734 0.175170 0.0144 -0.0280 0.0170 0.650
O 5.726388 -2.693874 -0.847394 -0.0097 0.0010 0.0052 -0.580
C 4.421031 -1.150894 0.306491 -0.0302 -0.0170 -0.0101 -0.119
C 5.159430 0.025543 0.275197 0.0199 0.0304 -0.0061 -0.077
C 4.494596 1.240676 0.242131 -0.0088 -0.0015 0.0013 -0.226
C 3.113717 1.246654 0.194803 0.0110 -0.0118 0.0019 0.053
N 2.394461 0.114201 0.192076 -0.0697 0.0254 -0.0050 -0.647
C 3.044759 -1.059212 0.260885 -0.0113 0.0114 -0.0250 0.037
H 5.139110 -6.564485 -0.146113 0.0025 0.0009 0.0014 0.236
H 4.616298 -5.113888 -0.997785 0.0014 0.0004 -0.0001 0.225
H 3.661248 -5.744831 0.361025 0.0001 0.0010 0.0005 0.195
H 6.505709 -4.610120 0.548147 -0.0003 -0.0024 -0.0033 0.234
H 5.571159 -5.215321 1.914078 0.0025 -0.0035 -0.0058 0.206
H 4.287956 -2.016880 2.578214 0.0058 0.0035 -0.0017 0.200
H 5.124360 -3.408374 3.215125 -0.0123 -0.0056 0.0058 0.219
H 2.284742 -3.432212 2.058687 -0.0093 -0.0241 0.0124 0.175
H 2.724552 -3.572384 3.775833 0.0047 0.0036 0.0009 0.226
H 3.131454 -4.861379 2.646235 0.0074 -0.0024 0.0075 0.230
H 6.241192 -0.016369 0.264616 -0.0030 -0.0115 0.0026 0.260
H 5.036747 2.175332 0.232882 -0.0058 0.0037 -0.0003 0.257
H 2.562802 2.177315 0.146911 -0.0002 0.0017 0.0016 0.209
H 2.436326 -1.957357 0.248007 0.0020 0.0088 0.0067 0.210
```
Positions in Å, forces in eV/Å.

The LUMO energy is -5.550 eV. The value obtained for the frontier orbital gap is 8.5 eV. The HOMO energy is -14.1 eV. The value obtained for the calculated total energy is -3002.1247 a.u. As for the total charge: +2.

=====

This record from the Open Molecules 2025 dataset describes a molecular structure, C21H33BClF5N2O4PPd in a non-equilibrium geometry. The level of theory is ωB97M-V/def2-TZVPD.

Geometry as XYZ:
```
69
Properties=species:S:1:pos:R:3:forces:R:3:nbo_charge:R:1
C 0.713023 0.096505 5.262284 -0.7641 -0.1443 -1.1247 -0.624
C 0.379299 -0.937950 4.032590 0.1302 1.5190 -0.1633 -0.418
C 1.659745 -0.973651 3.077206 0.1647 -0.7484 0.2355 -0.405
C 1.576707 -1.951558 1.816534 1.0031 -0.9981 1.7353 -0.242
N 0.392231 -1.784508 0.923910 2.4147 -0.0853 -1.4266 -0.591
C 0.724193 -1.020764 -0.336655 0.8797 0.2751 -0.8070 0.482
C 1.632495 -1.915671 -1.347468 0.7642 -0.1324 -0.3142 -0.541
C 2.392393 -0.974674 -2.434626 -0.6648 -0.7378 -1.6524 0.177
N 2.149812 -1.140806 -3.722934 0.2010 0.3645 3.0649 -0.686
O 1.583393 0.150892 -0.195429 -2.3287 -1.0738 0.7982 -0.816
P 0.813516 1.704695 -0.517695 0.7251 -0.1792 0.7126 1.194
C 0.713699 2.238153 1.289220 -0.2279 0.1010 2.0495 -0.709
C 2.050855 2.719901 2.007264 -0.3685 1.6281 1.3538 -0.199
C 2.298631 4.329701 1.989660 -0.9494 -0.3476 0.3575 -0.629
Cl 3.616386 1.924063 1.512934 -0.9426 0.1350 0.0991 -0.039
C 0.240937 3.360043 -1.319056 -0.6773 1.0658 -1.3778 0.350
F 0.876117 4.515921 -0.787384 -1.2381 -2.4941 -0.7956 -0.325
F 0.652100 3.300524 -2.714941 -0.8712 0.2409 2.7379 -0.348
C -1.333582 3.635610 -1.342817 -2.0734 3.0261 -1.6543 0.925
F -2.038438 2.932663 -2.380468 1.9012 1.3782 3.3212 -0.317
F -1.479258 5.024600 -1.728560 0.1890 -3.2483 0.9738 -0.333
F -1.997073 3.547476 -0.093947 1.7421 -0.4317 -3.0778 -0.318
O -0.762184 0.936563 -0.625691 0.5403 -1.0350 -0.9541 -0.700
C -0.737578 -0.502527 -0.911510 -0.3001 0.1220 2.2740 -0.179
B -1.131133 -0.887612 -2.454718 -0.1269 0.0290 -2.1314 1.242
O -1.353616 0.188412 -3.426175 -0.6843 -2.0972 2.3127 -0.938
O -1.216648 -2.244556 -2.913583 -0.1851 2.9847 0.4754 -0.752
C -1.863303 -2.379209 -4.208423 -0.7945 -1.8179 -1.8608 -0.080
C -0.894436 -2.184656 -5.476758 -0.5456 0.4809 -0.3117 -0.656
C -1.863539 -1.003814 0.151767 -2.5504 -1.8253 2.2997 0.064
C -2.296825 -0.129841 1.376423 -1.5709 -2.3602 0.5900 -0.173
C -3.341671 -0.637906 2.445146 0.5068 -2.4827 -2.2143 -0.219
C -4.011704 -2.040033 2.358979 3.2579 2.0874 -3.2973 -0.174
C -3.612910 -2.912786 1.093783 1.5996 3.2236 0.4164 -0.173
C -2.571178 -2.416755 0.026464 -1.6061 1.4987 2.9978 -0.266
H -0.114144 0.908699 5.259676 1.3574 -1.3963 0.3819 0.209
H 0.743622 -0.463591 6.255805 0.1711 1.0837 -1.3383 0.230
H 1.684997 0.633927 4.987392 -1.1917 -0.8439 0.8372 0.206
H 0.011926 -1.949145 4.410250 0.7416 1.2649 -0.6229 0.218
H -0.473259 -0.447503 3.451072 0.9872 -0.9632 0.6582 0.197
H 1.931581 0.070670 2.705891 -0.4489 -1.3637 0.6441 0.206
H 2.545499 -1.349991 3.726709 -1.2775 0.6598 -1.2051 0.222
H 1.524436 -3.031310 2.240763 -0.0068 1.7432 -0.6840 0.208
H 2.598754 -1.896024 1.282156 -1.5974 0.1213 0.4974 0.204
H 0.206459 -2.746462 0.561773 -0.3648 1.0388 0.5194 0.384
H 2.496275 -2.459714 -0.794939 -1.5146 1.0948 -0.5009 0.260
H 1.036897 -2.768198 -1.851478 0.8031 1.5621 0.5140 0.244
H 3.176416 -0.189308 -2.135758 -1.3816 -1.3440 -0.1241 0.233
H 1.436365 -1.905167 -3.749769 0.6186 0.7195 -0.8371 0.373
H 2.145236 2.244030 -0.816987 0.0249 -0.3607 0.2607 0.041
H 0.903745 1.255948 -1.921526 0.0948 0.0178 -0.6234 0.184
H 0.331315 1.311024 1.878082 0.6514 1.1671 -1.3390 0.274
H -0.084140 3.053526 1.504929 1.3517 -1.2126 -0.7743 0.274
H 1.914740 2.473969 3.133998 0.2338 0.1063 -1.9418 0.242
H 2.969229 4.665630 1.124293 -1.0481 -0.5150 1.3692 0.240
H 1.253920 4.816045 1.911392 1.7284 -0.6022 -0.0548 0.219
H 2.705535 4.651703 3.020798 -0.3053 -0.5641 -1.8583 0.234
H -2.329838 0.328354 -3.412678 0.8743 0.4056 -0.2776 0.509
H -2.244063 -3.473786 -4.265224 0.6992 1.7863 0.3880 0.202
H -2.821796 -1.737874 -4.310365 1.7856 -0.8189 0.2681 0.188
H -0.848750 -1.072736 -5.743309 0.1711 -1.5846 0.4170 0.232
H -1.333667 -2.732464 -6.398047 0.5909 0.8483 1.6493 0.239
H 0.163016 -2.595552 -5.334145 -1.5518 0.4966 0.0375 0.206
H -1.874843 0.921719 1.596650 -0.6739 -2.0655 -0.7612 0.249
H -3.613962 0.015599 3.356293 0.6561 -1.0125 -1.8219 0.246
H -4.737892 -2.390690 3.163621 1.1478 0.4768 -1.4120 0.252
H -4.116245 -3.929186 0.989504 0.9802 1.5336 -0.0110 0.241
H -2.341234 -3.149678 -0.816215 -0.2363 1.3873 1.2076 0.251
Pd 3.193414 0.371091 -5.435932 -0.6203 -0.7874 0.8962 0.497
```
Positions in Å, forces in eV/Å.

The LUMO energy is -8.251 eV. The value obtained for the frontier orbital gap is 2.5 eV. The HOMO energy is -10.7 eV. The value obtained for the calculated total energy is -2683.3286 a.u. As for the total charge: +1.

=====

This record from the Open Molecules 2025 dataset describes a molecular structure, C21H33Br2F4N9OSSi2 in a non-equilibrium geometry. The level of theory is ωB97M-V/def2-TZVPD.

Geometry as XYZ:
```
73
Properties=species:S:1:pos:R:3:forces:R:3:mulliken_charge:R:1
C 2.088438 2.705461 -1.364267 0.5301 0.3547 -0.2417 -0.496
C 2.253907 2.334507 -2.813940 -0.1988 -0.6567 -0.2637 0.345
Br 2.962956 3.666579 -3.951764 -0.1354 -0.1728 0.1879 -0.084
C 1.931888 1.110893 -3.280254 0.2002 0.6410 0.2218 -0.090
Br 2.212732 0.630872 -5.107630 -0.0808 -0.0015 0.1865 -0.117
Si 1.168272 -0.287444 -2.324163 -0.0409 -0.6022 -0.4464 0.318
O 2.269401 -1.344220 -1.684052 0.0717 0.8201 -0.2553 -0.166
Si 3.903173 -1.068070 -1.780671 0.5880 -0.6820 0.5269 0.469
N 4.376737 0.115284 -0.606138 0.1450 -0.3223 -0.5427 -0.511
S 4.723406 -3.002256 -1.286695 -0.3903 -0.2505 0.1135 -0.373
C -0.129823 0.236511 -0.973302 -0.3449 0.2242 -0.0328 0.804
F -0.869207 1.338798 -1.411626 0.6399 -0.9592 0.2591 -0.353
F -1.039312 -0.832337 -0.905823 0.4849 0.6933 -0.0347 -0.292
C 0.303484 0.468509 0.497755 -0.3982 0.7185 0.9708 0.002
F 0.055467 1.779017 0.898721 0.4181 -1.2151 -0.5055 -0.274
F 1.630856 0.201422 0.714883 -0.8603 0.3022 -0.3861 -0.227
H 1.067069 3.009444 -1.136704 -0.0233 -0.1395 -0.0164 0.224
H 2.443028 1.887365 -0.734624 -0.2406 -0.0088 0.0345 -0.121
H 2.727842 3.561635 -1.147711 -0.0667 -0.0340 0.0178 0.349
H 0.360098 -1.064379 -3.275811 -0.1631 0.1119 0.0946 -0.244
H 4.383187 -0.702329 -3.115608 -0.1690 0.2199 -0.0805 -0.126
H 5.170637 0.649155 -0.945294 -0.0608 0.1672 0.1321 0.252
H 4.660743 -0.343642 0.253715 -0.0757 0.2026 0.1515 0.240
H 5.887313 -2.950204 -1.944880 -0.0284 0.3295 -0.0835 0.108
H -0.293801 -0.184176 1.150354 0.2171 0.1440 -0.1234 0.274
C 1.510903 -2.482168 2.724808 -0.1420 -0.0463 -0.0652 -0.429
C 1.317252 -1.936805 4.061604 0.0188 0.0788 0.1681 0.384
N 1.164022 -1.507144 5.116246 -0.0323 -0.0920 -0.1283 -0.448
H 0.550858 -2.787067 2.308611 -0.0126 0.0152 0.0120 0.313
H 1.960851 -1.732157 2.079301 0.0684 -0.0182 0.0060 -0.070
H 2.168267 -3.345377 2.768100 0.0536 0.0173 -0.0199 0.238
C -4.017352 -2.030068 -1.433706 -0.0986 -0.0718 -0.0139 -0.363
C -5.414747 -2.351366 -1.716987 0.0847 -0.0177 -0.0401 0.105
N -6.504791 -2.624252 -1.952611 0.0207 0.0934 0.0561 -0.413
H -3.720548 -2.503959 -0.500569 0.0230 0.0463 0.0242 0.311
H -3.385912 -2.393684 -2.241996 0.0015 -0.0065 -0.0063 0.363
H -3.888886 -0.954979 -1.335374 -0.0235 -0.0050 0.0142 -0.012
C -8.373003 -0.055962 -0.011406 0.0008 -0.0555 0.0074 -0.443
C -7.990197 1.345139 0.083236 0.0964 0.2439 0.0025 0.329
N -7.687147 2.451583 0.149756 0.0236 -0.1619 -0.0080 -0.420
H -7.557967 -0.639448 -0.435298 -0.0184 -0.0273 -0.0108 -0.022
H -8.607223 -0.441374 0.978720 -0.0024 -0.0117 0.0037 0.253
H -9.246710 -0.154264 -0.652255 -0.0068 -0.0253 -0.0024 0.297
C -0.633015 1.557271 -8.213112 0.0226 0.0102 0.0037 -0.698
C 0.601728 2.331297 -8.170087 0.3958 0.2440 0.0438 0.290
N 1.576928 2.940581 -8.129232 -0.3565 -0.2275 -0.0385 -0.356
H -0.477620 0.591014 -7.736997 -0.0081 -0.0067 0.0088 0.240
H -1.420495 2.091755 -7.685857 -0.0160 -0.0061 0.0018 0.251
H -0.935754 1.403017 -9.246699 -0.0172 -0.0107 -0.0025 0.295
C -1.412124 -3.022275 7.004516 -0.0291 -0.0277 0.0229 -0.602
C -1.928485 -4.190387 7.708883 -0.0558 -0.1295 0.0829 0.284
N -2.330145 -5.112783 8.263087 0.0532 0.1132 -0.0750 -0.356
H -2.235891 -2.382589 6.694665 0.0033 0.0133 -0.0090 0.272
H -0.748400 -2.457975 7.655447 0.0253 0.0194 -0.0273 0.271
H -0.854644 -3.334657 6.124982 0.0288 0.0365 -0.0052 0.114
C 5.170047 -5.212610 4.391382 0.0006 0.0175 -0.0104 -0.811
C 4.925839 -4.014217 3.597939 0.0134 0.1485 -0.0956 0.408
N 4.736526 -3.070157 2.971665 0.0009 -0.1123 0.0798 -0.382
H 4.241352 -5.546980 4.849407 0.0023 -0.0111 0.0138 0.278
H 5.559803 -6.002740 3.753083 0.0025 -0.0125 0.0041 0.272
H 5.894054 -4.993575 5.173242 0.0020 -0.0084 0.0125 0.279
C -3.375675 1.971517 0.498284 -0.0937 -0.0196 0.0177 -0.397
C -3.928097 0.758791 1.087310 -0.0522 -0.1213 0.1671 0.355
N -4.342312 -0.208522 1.549242 0.0522 0.0714 -0.1216 -0.478
H -4.180782 2.646233 0.219918 -0.0830 0.0364 -0.0023 0.364
H -2.718525 2.467511 1.209966 0.0119 -0.0161 -0.0020 0.258
H -2.805610 1.703673 -0.386161 0.0216 0.0869 -0.0370 -0.074
C 2.380352 7.071110 0.988799 0.0034 -0.0061 -0.0179 -0.802
C 2.701691 6.518880 -0.321681 0.0485 -0.0873 -0.2307 0.377
N 2.953029 6.081862 -1.354729 -0.0423 0.1413 0.2907 -0.333
H 3.296889 7.254373 1.545554 -0.0010 0.0083 0.0156 0.269
H 1.840307 8.008124 0.870421 -0.0048 0.0081 0.0142 0.275
H 1.760525 6.368603 1.542631 -0.0016 0.0076 0.0118 0.251
```
Positions in Å, forces in eV/Å.

The LUMO energy is 0.085 eV. The value obtained for the frontier orbital gap is 9.6 eV. The HOMO energy is -9.5 eV. The value obtained for the calculated total energy is -7912.7706 a.u.

=====

- The highest HOMO belongs to which entry?
  C21H33Br2F4N9OSSi2

=====

- What is the formula in the second record?
  C21H33BClF5N2O4PPd